(1)
Molecular formula: C2H8N3S
Method: DFT, wB97M-V/def2-TZVPD

XYZ file:
```
14
Properties=species:S:1:pos:R:3:mulliken_charge:R:1
S 2.01498 0.85853 -0.42781 0.042
N 0.11525 -1.19685 0.00942 0.142
N 0.31611 -1.61543 1.29059 -0.620
N -1.22071 1.20721 0.84121 -0.701
C 1.01480 0.40526 -1.90239 -0.679
C 0.70174 -0.20582 -0.61833 0.525
H -0.96948 1.83385 1.56802 0.222
H 0.49316 1.02960 -2.61683 0.331
H -2.12567 0.68105 1.10312 0.254
H -0.69364 -1.70319 -0.45637 0.323
H 0.88218 -1.05004 1.96356 0.309
H -1.47271 1.73814 0.02804 0.259
H -0.65152 -1.74213 1.71433 0.289
H 1.59549 -0.24016 -2.49656 0.304
```

The relative energy (zero: lowest compared OMol25 entry of this formula, charge and spin) comes out at 58.03 kcal/mol. For the total energy, the calculation gives -643.10911 Ha. As for the charge: +1. The orbital gap comes out at 9.76 eV.



(2)
Molecular formula: C2H8N3S2
Method: DFT, wB97M-V/def2-TZVPD

XYZ file:
```
15
Properties=species:S:1:pos:R:3:mulliken_charge:R:1
S 1.87110 0.88144 0.92326 -0.240
S -1.51949 -0.22383 -2.37965 -0.189
N 0.69313 -1.36602 -0.89589 -0.464
N -0.32676 1.28342 2.17849 -0.430
N -0.62714 0.20550 0.09122 -0.175
C 0.14632 0.84698 1.00801 0.655
C -0.01767 -0.19535 -1.16670 -0.396
H 0.19397 -2.05665 -0.42968 0.217
H -1.61582 -1.53048 -2.17506 0.168
H 1.85729 -0.37035 0.29701 0.334
H -1.60004 0.28172 0.10562 0.275
H 0.25235 1.62740 3.01551 0.265
H 0.61328 0.71317 -1.33182 0.500
H -1.30396 1.59745 2.32987 0.252
H 1.38343 -1.69439 -1.57018 0.227
```

The relative energy (zero: lowest compared OMol25 entry of this formula, charge and spin) comes out at 18.96 kcal/mol. For the total energy, the calculation gives -1041.38700 Ha. As for the charge: +1. The orbital gap comes out at 9.53 eV.



> The lowest relative energy (zero: lowest compared OMol25 entry of this formula, charge and spin) belongs to which entry?

C2H8N3S2



> Which of these has the highest relative energy (zero: lowest compared OMol25 entry of this formula, charge and spin)?

C2H8N3S



> What is the relative energy (zero: lowest compared OMol25 entry of this formula, charge and spin) in the second record?

18.96 kcal/mol